a.
Density functional theory data (ωB97M-V/def2-TZVPD) for 2 unconnected molecules or ions with the total composition C5H6S2.

Summary:
gap between HOMO and LUMO = 8.55 eV
LUMO = 0.16 eV

```
! wB97M-V def2-TZVPD RIJCOSX def2/J DEFGRID3
* xyz 0 1
S 0.7363 -1.5434 1.4495
S -0.7539 -2.1490 0.1559
C 0.9585 0.0017 0.6779
C -0.2904 -1.0203 -1.2237
C -1.5614 1.9765 1.4749
C -0.5698 1.3062 1.4726
C 0.8267 -0.0688 -0.8063
H -1.2063 -0.4880 -1.4715
H -2.3944 2.5985 1.6636
H 0.0056 -1.6452 -2.0645
H 1.7949 0.5505 1.0840
H 0.6670 0.9251 -1.2276
H 1.7873 -0.4438 -1.1847
*
```

b.
Density functional theory data (ωB97M-V/def2-TZVPD) for a molecular structure, C5H6S2.

Summary:
gap between HOMO and LUMO (spin up / spin down) = 7.02 / 7.02 eV
LUMO (spin up / spin down) = -1.19 / -1.19 eV

```
! wB97M-V def2-TZVPD RIJCOSX def2/J DEFGRID3
* xyz 0 1
S -1.0827 2.1219 -1.0274
S -2.7312 1.3804 -1.8677
C 0.7969 -1.6585 0.3354
C 0.9464 -0.9267 -0.7681
C 0.2260 0.4813 0.9781
C 0.6278 0.5553 -0.4212
C 0.2853 -0.8572 1.4196
H 0.2629 1.3275 1.6567
H 1.4802 -1.0897 -1.6071
H -3.7077 1.4291 -0.9661
H 1.4273 1.1698 -0.5996
H 0.3135 -1.2499 2.4002
H 1.1553 -2.6835 0.4671
*
```

c.
Density functional theory data (ωB97M-V/def2-TZVPD) for a molecular structure, C5H6S2.

Summary:
gap between HOMO and LUMO = 7.06 eV
LUMO = -1.79 eV

```
! wB97M-V def2-TZVPD RIJCOSX def2/J DEFGRID3
* xyz 0 1
S -1.9627 -1.7614 -0.8000
S 2.0771 -1.5108 -1.2282
C 0.5270 1.0358 0.7583
C 0.2225 -0.5361 0.7897
C 0.6865 -1.0575 -0.6202
C -0.4696 1.9863 0.4964
C -0.5107 -1.3731 -1.4988
H -0.1677 -1.6594 -2.5528
H 1.8456 1.4813 1.4280
H -0.1905 3.1910 0.7868
H -1.0204 -0.4396 0.7696
H 0.6493 -1.0277 1.8616
H -1.6864 1.6713 -0.1905
*
```

d.
Density functional theory data (ωB97M-V/def2-TZVPD) for a single C5H6S2 molecule.

Summary:
gap between HOMO and LUMO (spin up / spin down) = 6.98 / 6.98 eV
LUMO (spin up / spin down) = -1.15 / -1.15 eV

```
! wB97M-V def2-TZVPD RIJCOSX def2/J DEFGRID3
* xyz 0 1
S 2.6897 0.6582 -0.2826
S 2.5207 -1.2979 0.0832
C -0.5093 -1.3279 -0.2461
C 0.0754 1.2456 0.3536
C -0.5936 0.1575 0.0953
C 1.4570 1.5939 0.2206
C -1.7748 -0.6300 -0.0293
H -2.5030 -0.6335 -0.7854
H -0.1827 -2.0516 0.4107
H -0.5221 2.1277 0.3938
H -0.0796 -1.4951 -1.2093
H -2.2105 -0.9836 0.9360
H 1.6327 2.6367 0.0596
*
```

b is the most stable structure; the next one sits 0.099 eV above it.

a.
Density functional theory data (ωB97M-V/def2-TZVPD) for a molecular structure, C5H6S2.

Summary:
gap between HOMO and LUMO = 8.66 eV
LUMO = 0.36 eV

```
! wB97M-V def2-TZVPD RIJCOSX def2/J DEFGRID3
* xyz 0 1
S 2.6956 0.2588 0.0461
S 0.1394 1.8534 -0.1385
C 0.9104 -0.3052 0.0293
C 0.0384 0.5061 1.0789
C -1.4522 -0.3243 -0.5268
C -0.1313 0.2585 -1.0547
C -1.3992 -0.0967 0.6801
H -2.5867 -0.5599 -0.9954
H 0.8847 -1.2893 0.4925
H -0.1199 0.2864 -2.1676
H -2.2427 -0.2853 1.3852
H 2.9555 -1.0702 -0.9404
H 0.3078 0.7677 2.1114
*
```

b.
Density functional theory data (ωB97M-V/def2-TZVPD) for a single C5H6S2 molecule.

Summary:
SMILES = C#CCC(=S)CS
gap between HOMO and LUMO = 8.15 eV
LUMO = -0.73 eV

```
! wB97M-V def2-TZVPD RIJCOSX def2/J DEFGRID3
* xyz 0 1
S -0.7116 -0.0471 -1.7618
S 1.3296 1.6241 1.6517
C 1.1490 -2.4580 0.3810
C 0.1383 0.8673 0.8635
C -0.2147 1.3607 -0.5098
C -0.6755 -0.4237 0.9608
C 0.2969 -1.5346 0.5529
H 2.2308 -3.1326 0.2267
H -1.6558 -0.3782 0.3266
H -0.7523 -0.7768 2.0776
H -0.5971 1.0440 -3.0091
H -1.2340 2.0799 -0.6041
H 0.6964 1.7751 -1.1561
*
```

a is the most stable structure; the next one sits 1.293 eV above it.

a.
Density functional theory data (ωB97M-V/def2-TZVPD) for a molecular structure, C6H12O3.

Summary:
gap between HOMO and LUMO = 7.79 eV
LUMO = 0.30 eV

```
! wB97M-V def2-TZVPD RIJCOSX def2/J DEFGRID3
* xyz 0 1
O -0.5608 0.1194 -1.4020
O 1.6112 0.1740 -2.1347
O -1.7998 -1.9401 -0.4232
C -1.2802 -0.8562 0.1258
C 2.1161 -0.5633 1.4737
C 0.9497 1.7684 -0.4287
C 0.8772 0.5012 -1.2331
C -2.2540 0.1430 0.6447
C 1.4656 -0.9471 0.3737
H 3.0485 -1.0098 1.8168
H -3.1498 0.2342 0.0149
H 0.5539 2.5873 -1.0369
H 0.3809 1.7000 0.4956
H -2.5619 -0.2032 1.6368
H -1.7965 1.1223 0.7558
H 1.7378 0.2407 2.1058
H -2.7500 -1.8422 -0.6295
H -0.5254 -0.5398 -2.1153
H 1.9074 -1.7441 -0.2299
H 0.0381 -0.9044 0.3816
H 1.9921 1.9596 -0.1917
*
```

b.
Density functional theory data (ωB97M-V/def2-TZVPD) for a molecular structure, C6H12O3.

Summary:
gap between HOMO and LUMO = 9.25 eV
LUMO = 0.75 eV

```
! wB97M-V def2-TZVPD RIJCOSX def2/J DEFGRID3
* xyz 0 1
O 1.3212 -1.7039 -0.7986
O -1.2946 -1.8119 -0.0729
O 1.0229 0.4160 -1.5783
C -0.6949 0.4140 0.7332
C 0.6930 -0.0473 1.2150
C -1.7851 0.0186 -1.5996
C 1.7078 1.0424 1.4853
C 0.6030 -0.6333 -0.8417
C -0.8977 -0.5096 -0.4822
H 1.3624 1.7399 2.2547
H -1.8130 -0.6958 -2.4226
H 1.8963 1.6184 0.5760
H -2.8014 0.1557 -1.2224
H -1.4195 0.9744 -1.9703
H 1.9317 0.2224 -1.8556
H 1.2275 -1.1190 0.4733
H -1.4982 0.3077 1.4674
H -2.1575 -1.7347 0.3521
H 2.6589 0.6238 1.8217
H -0.6509 1.4531 0.4008
H 0.5881 -0.7307 2.0645
*
```

c.
Density functional theory data (ωB97M-V/def2-TZVPD) for 2 unconnected molecules or ions with the total composition C6H12O3.

Summary:
SMILES = C=CCCCC(=O)O.O
gap between HOMO and LUMO = 10.08 eV
LUMO = 0.48 eV

```
! wB97M-V def2-TZVPD RIJCOSX def2/J DEFGRID3
* xyz 0 1
O 0.9508 2.4162 0.3071
O -0.7565 2.2432 -1.1437
O 3.1412 1.5322 -1.0386
C -0.2384 -2.6549 0.1285
C -0.9236 1.0995 0.9300
C 0.2606 -2.2313 -1.0469
C -0.1050 1.9249 0.0253
C -0.4263 -1.5435 1.1304
C -1.3021 -0.3447 0.5631
H 2.4258 1.5596 -1.6751
H -0.8785 -1.7920 2.0898
H -1.8188 1.6937 1.1496
H 0.5459 -1.1020 1.3701
H -0.4571 -3.6872 0.2206
H -1.3534 -0.4090 -0.5539
H 0.2542 -2.9322 -1.9050
H 2.8889 2.1477 -0.3453
H 0.5131 -1.2333 -1.2472
H -0.2595 0.9341 1.8299
H -2.2951 -0.4812 0.8807
H -0.1663 2.8602 -1.6692
*
```

c is the most stable structure; the next one sits 1.847 eV above it.

a.
Density functional theory data (ωB97M-V/def2-TZVPD) for 14 unconnected molecules or ions with the total composition H27O14.

Summary:
gap between HOMO and LUMO = 9.93 eV
LUMO = 2.63 eV

```
! wB97M-V def2-TZVPD RIJCOSX def2/J DEFGRID3
* xyz -1 1
O -0.8848 4.1269 -2.9877
O 1.0407 -0.2564 -2.4289
O -3.7379 0.3557 -1.2379
O -1.0808 -2.8913 -0.7895
O -1.3534 1.4715 -1.2675
O 0.5440 -1.0506 2.5109
O 0.0936 -0.4086 -0.1124
O -1.0145 0.1206 4.2147
O -1.4368 2.4709 1.9654
O 2.8073 -2.3282 -0.1426
O 3.3050 0.5113 0.7405
O 1.8460 2.3689 -1.2046
O 2.7656 -1.4752 4.3703
O -2.7079 -2.2735 -3.0229
H 1.0711 -1.0381 -2.9847
H -1.1927 1.5351 1.8495
H -2.9327 -1.4317 -2.6075
H -3.0313 -2.9941 -2.4770
H 3.7422 0.4693 -0.1086
H -0.2264 -1.5551 2.2115
H 3.2472 -1.8359 3.5763
H -0.1100 -0.2033 4.0173
H 0.6239 -0.5565 -1.5318
H -3.6427 -0.3093 -0.5549
H 0.8281 -0.6970 1.6348
H -0.8915 3.3710 -2.3652
H -1.7629 2.3434 2.8674
H 0.5400 0.3983 0.1629
H 1.5708 1.4339 -1.3111
H -1.4385 0.3340 3.3853
H 1.9215 -2.6411 0.1245
H 1.9077 -1.4827 3.9127
H -2.9541 0.9442 -1.1908
H -1.4016 -3.0706 -1.6798
H -0.5954 1.0050 -0.8220
H 2.4195 0.8697 0.7619
H -1.3663 1.0342 -2.1282
H 0.0777 4.1391 -3.1489
H -0.7357 -1.9902 -0.7484
H 2.8236 -1.5751 0.4556
H 1.3226 2.7616 -1.9088
*
```

b.
Density functional theory data (ωB97M-V/def2-TZVPD) for 14 unconnected molecules or ions with the total composition H27O14.

Summary:
gap between HOMO and LUMO = 8.85 eV
LUMO = 2.62 eV

```
! wB97M-V def2-TZVPD RIJCOSX def2/J DEFGRID3
* xyz -1 1
O 0.6879 1.0557 3.5664
O -1.7680 0.8488 2.1280
O -2.9979 -1.7485 -3.1282
O -2.4579 3.8941 -1.3385
O 2.6724 1.1710 1.9641
O -0.1657 -3.2517 0.6119
O 1.6300 -1.4158 1.7534
O 0.8459 -1.3738 -0.6265
O -3.9509 -3.0152 -0.3586
O 3.7277 2.6407 -2.3518
O 1.1096 3.0655 -0.3770
O -1.4412 -2.1521 2.6579
O 2.3863 0.1192 -2.3098
O 0.0045 0.4672 -3.0087
H -3.1365 3.2132 -1.1258
H 3.4355 1.8975 -1.7680
H 1.5753 1.2727 4.1862
H 1.3621 -2.2224 -0.9050
H 1.2675 2.1583 -0.3456
H 1.8947 0.8514 -2.7216
H 2.4933 0.6677 1.2367
H 1.9928 3.4787 -0.0114
H -1.3931 0.0870 1.7063
H -1.1344 -1.6468 3.3100
H -0.2903 -0.4531 -2.6369
H -0.6362 -2.6139 2.2158
H -1.0480 -3.4514 0.6961
H 2.7438 0.4339 2.6535
H -3.6651 -1.6608 -2.5723
H 0.0066 1.1012 -2.4141
H 1.2403 -1.1961 0.7108
H 0.0683 -2.4914 0.0042
H -2.0500 4.1285 -0.5610
H 0.8776 -2.0157 2.0245
H -3.0585 -0.9360 -3.6398
H 1.6999 -0.3680 -1.9136
H -3.7193 -3.4424 0.4356
H -3.8589 -2.1450 -0.0965
H 3.1167 2.4897 -3.1186
H -1.0030 1.2218 2.6935
H 0.9362 1.3363 2.7744
*
```

c.
Density functional theory data (ωB97M-V/def2-TZVPD) for 14 unconnected molecules or ions with the total composition H27O14.

Summary:
gap between HOMO and LUMO = 9.25 eV
LUMO = 2.29 eV

```
! wB97M-V def2-TZVPD RIJCOSX def2/J DEFGRID3
* xyz -1 1
O -2.7619 0.5605 -1.3517
O -1.3823 0.8279 -4.9697
O 1.5862 -0.0083 0.4763
O -0.9447 0.5136 0.1930
O 0.8473 -0.8698 4.1963
O 2.0712 -2.5171 2.3965
O -3.6669 -1.0817 -2.9249
O 2.1459 1.0822 -1.8857
O 2.1609 2.6268 1.2003
O -2.1634 1.7891 1.9277
O 0.0444 -3.3185 0.5354
O -0.7020 1.6361 -2.1957
O -0.1233 1.9058 3.7627
O 2.8668 -2.9382 -1.5983
H -1.4267 -0.2060 0.8519
H 0.3667 -2.4800 0.6387
H -1.6294 0.5001 -0.6152
H 2.2532 -3.1354 -2.2366
H 1.9869 1.1210 -1.0276
H 0.1950 1.2283 3.3301
H 2.0108 -2.8080 3.2670
H -2.6756 1.3470 2.5164
H 2.9545 -2.4014 2.2134
H -1.7437 1.2807 -1.9689
H 2.0018 1.6832 0.8793
H -3.0671 -0.4995 -2.5036
H 0.8027 -3.9912 0.5702
H 3.1588 -2.0784 -1.8455
H -1.7239 1.4970 -4.2053
H 2.0098 2.7810 2.0581
H 1.3231 1.1942 -2.4235
H -1.3898 0.1264 -4.3245
H 0.8842 -0.1087 3.5287
H -0.3600 2.0118 -1.4198
H 1.5496 -1.3460 3.8072
H -3.3686 1.1363 -0.9762
H 0.5747 0.2986 0.3984
H -3.4039 -1.8676 -2.5407
H 1.6529 -0.5705 -0.3132
H -0.7426 2.3120 3.1321
H -2.0215 1.3074 1.1132
*
```

a is the most stable structure; the next one sits 3.146 eV above it.

a.
Density functional theory data (ωB97M-V/def2-TZVPD) for a single C5H7ClOS molecule.

Summary:
SMILES = C=C(CCl)SCC=O
gap between HOMO and LUMO = 9.65 eV
LUMO = 0.68 eV

```
! wB97M-V def2-TZVPD RIJCOSX def2/J DEFGRID3
* xyz 0 1
Cl -2.1873 -1.6582 0.5302
S 0.2495 0.5898 1.4681
O 3.3016 -0.9757 -0.3165
C 2.2092 -0.4963 -0.2034
C 1.2872 -0.8036 0.9730
C -1.3994 -0.4932 -0.5914
C -0.8731 0.7378 0.1021
C -1.2900 1.9481 -0.2738
H -2.0700 2.0592 -1.0242
H -0.8681 2.8803 0.1595
H 1.8064 0.2051 -0.9530
H 1.9108 -1.0576 1.8162
H -0.6246 -1.0590 -1.0815
H 0.6896 -1.6757 0.7303
H -2.1419 -0.2011 -1.3355
*
```

b.
Density functional theory data (ωB97M-V/def2-TZVPD) for a single C5H7ClOS molecule.

Summary:
SMILES = OC(=S)[C@@H]1CC[C@H]1Cl
gap between HOMO and LUMO = 9.38 eV
LUMO = 0.25 eV

```
! wB97M-V def2-TZVPD RIJCOSX def2/J DEFGRID3
* xyz 0 1
Cl 2.4801 -1.0701 -0.1339
S -2.6963 -0.8368 0.2403
O -1.4088 1.0085 -1.0717
C -1.3770 0.0408 -0.1461
C 1.1489 0.0567 -0.5042
C -0.0286 -0.0759 0.4860
C 1.4058 1.4905 -0.0115
C 0.4412 1.2390 1.1639
H -0.3204 2.0048 1.3440
H 2.4546 1.7354 0.2254
H 0.0009 -0.9497 1.0991
H 0.9556 1.0406 2.1244
H -2.3511 1.0248 -1.4243
H 0.9211 -0.0809 -1.5696
H 1.0467 2.2329 -0.7221
*
```

b is the most stable structure; the next one sits 0.414 eV above it.

a.
Density functional theory data (ωB97M-V/def2-TZVPD) for 3 unconnected molecules or ions with the total composition C2H7N2O.

Summary:
gap between HOMO and LUMO (spin up / spin down) = 6.01 / 6.01 eV
LUMO (spin up / spin down) = 4.43 / 4.43 eV

```
! wB97M-V def2-TZVPD RIJCOSX def2/J DEFGRID3
* xyz -1 1
O -0.9499 1.1366 -3.5942
N 0.4054 1.4014 -1.7587
N -0.3146 1.0767 -2.5743
C 0.0245 -0.9290 1.7916
C 0.4260 0.1441 0.6542
H -0.9310 -0.7190 2.1989
H 0.7150 -0.6759 2.6185
H 0.1574 -1.8999 1.4858
H 1.2931 -0.1082 0.0457
H -0.3028 0.1554 -0.1595
H -1.2086 -0.8285 -1.6186
H 0.6856 1.2464 0.9105
*
```

b.
Density functional theory data (ωB97M-V/def2-TZVPD) for 2 unconnected molecules or ions with the total composition C2H7N2O.

Summary:
gap between HOMO and LUMO = 6.19 eV
LUMO = 4.02 eV

```
! wB97M-V def2-TZVPD RIJCOSX def2/J DEFGRID3
* xyz -1 1
O -1.4403 -2.6857 0.6645
N -1.3046 -1.6530 -0.1726
N -1.2257 -0.4744 0.1357
C 1.9012 0.8183 -1.5266
C -1.3451 0.1286 1.4690
H 2.1073 -0.1603 -1.7961
H 0.9392 1.0567 -1.8561
H 2.0015 1.0010 -0.4878
H 2.6479 1.3719 -2.0038
H -0.3663 0.1629 2.0425
H -2.0529 -0.5704 2.0520
H -1.8622 1.0043 1.4791
*
```

b is the most stable structure; the next one sits 1.998 eV above it.